[1]
Molecular formula: C16H14ClNO3S2
Method: DFT, ωB97M-V/def2-TZVPD

Structure (XYZ):
```
37
Properties=species:S:1:pos:R:3:forces:R:3
O 3.204 3.338 -1.021 0.212 0.200 -1.729
C 3.871 2.663 -0.286 -2.392 -0.344 -1.514
O 3.712 2.950 1.007 1.766 -1.729 2.127
H 2.981 3.549 1.174 -0.147 0.364 -0.637
C 4.682 1.351 -0.732 2.060 5.998 4.036
C 3.803 0.149 -0.732 1.290 -1.270 -1.537
C 3.196 -0.404 0.705 -1.346 6.803 -6.108
N 2.402 -1.400 0.204 -0.361 -1.181 2.353
C 2.868 -2.650 0.079 4.256 -1.165 0.542
S 4.538 -3.127 0.234 -2.938 0.621 -0.383
S 1.552 -3.604 -0.082 0.021 -5.142 -1.000
C 0.288 -2.435 -0.110 2.055 -3.138 0.719
C -0.887 -3.075 -0.288 -0.524 13.379 1.861
C -2.118 -2.079 -0.118 1.189 -9.393 -2.597
C -2.306 -0.859 -0.051 -0.757 5.006 3.181
C -3.551 -0.053 0.240 5.145 -1.878 -2.900
C -3.267 1.192 -0.054 0.138 7.908 -0.571
C -4.414 2.165 -0.025 15.149 7.087 -4.655
C -5.550 1.846 0.079 -17.185 -5.342 5.159
C -5.872 0.437 0.517 4.952 1.228 -3.518
C -4.820 -0.489 0.293 -5.711 0.150 4.023
H -5.059 -1.428 0.769 0.221 -0.645 -0.797
H -6.838 0.131 0.671 -2.103 -0.628 0.599
H -6.559 2.465 0.322 2.791 -0.627 -1.410
H -4.224 3.441 -0.535 -0.116 -4.006 2.008
H -2.223 1.750 -0.305 -2.489 -2.160 0.788
H -1.363 -0.479 0.217 0.888 2.035 -0.011
Cl -3.459 -3.041 -0.559 -1.954 -1.790 -0.316
H -1.124 -3.989 -0.251 -1.121 -7.061 -0.372
C 1.087 -1.287 0.307 -6.369 8.988 -2.720
O 0.555 -0.041 0.306 2.448 -5.569 0.990
H 4.064 -0.603 1.082 4.420 -2.196 3.418
H 2.705 0.531 1.038 -0.243 -1.340 0.516
H 4.491 -0.654 -1.230 -1.540 0.866 1.168
H 3.010 0.357 -1.482 0.069 -0.277 0.704
H 5.399 1.611 0.284 -0.833 -2.208 -2.845
H 5.225 1.769 -1.668 -0.943 -1.542 1.429
```
Positions in Å, forces in eV/Å.

The energy relative to the best compared isomer or geometry (same formula, charge and spin) is 258.9 kcal/mol. The net charge is 0.


[2]
Molecular formula: C30H89N13O12
Method: DFT, ωB97M-V/def2-TZVPD

Structure (XYZ):
```
144
Properties=species:S:1:pos:R:3:forces:R:3
C 6.386 -1.495 -2.018 1.000 -0.919 -0.065
C 5.892 -0.064 -1.884 0.204 -1.075 -0.522
O 4.568 0.021 -1.354 0.394 0.551 -0.197
H 6.107 -2.054 -2.911 -0.779 0.289 0.015
H 6.221 -2.145 -1.159 -0.436 0.249 0.153
H 7.471 -1.530 -2.116 0.297 0.474 0.088
H 5.906 0.344 -2.895 -0.391 0.357 0.112
H 6.646 0.478 -1.312 -0.244 0.324 0.363
H 4.629 -0.100 -0.404 -0.015 -0.228 0.111
C -3.861 4.711 1.416 -1.026 0.610 0.624
C -4.583 5.627 2.437 0.927 -0.167 -0.819
O -3.775 5.622 3.579 0.080 -0.360 1.681
H -3.457 3.816 1.888 -0.145 0.128 0.303
H -3.020 5.296 1.044 -0.139 -0.278 -0.583
H -4.606 4.365 0.699 0.471 0.228 -0.602
H -5.611 5.341 2.659 -0.012 -0.257 -0.100
H -4.563 6.678 2.148 -0.509 -0.023 -0.875
H -4.384 5.684 4.318 0.359 0.083 0.365
C -5.426 -2.225 -4.741 1.609 0.338 -0.705
C -3.914 -1.863 -4.892 0.728 -0.684 0.775
O -3.296 -1.450 -3.624 -1.304 0.278 -0.893
H -5.592 -2.799 -3.830 -0.061 0.156 0.008
H -5.647 -2.868 -5.593 -0.233 -0.023 0.033
H -6.043 -1.331 -4.832 -0.087 -0.138 0.306
H -3.699 -1.171 -5.706 -0.476 0.740 0.287
H -3.326 -2.713 -5.237 -0.330 -0.602 0.197
H -2.378 -1.731 -3.604 0.358 -0.248 -0.111
C -1.783 -4.324 0.952 -0.415 2.233 -0.331
O -2.113 -5.341 1.463 -0.488 -3.323 1.453
N -0.918 -3.462 1.456 2.329 0.901 2.142
N -2.352 -3.830 -0.128 -1.755 0.079 -3.335
H -0.669 -2.560 1.076 -0.332 -0.563 -0.051
H -0.453 -3.773 2.297 0.322 0.453 -0.200
H -3.147 -4.346 -0.477 0.128 0.273 -0.031
H -2.222 -2.873 -0.425 -0.212 -0.134 0.164
C 1.244 -1.905 5.151 3.495 -3.183 1.227
O 2.368 -2.264 5.327 4.691 -1.777 1.122
N 0.287 -2.718 5.354 -4.886 -2.567 0.376
N 1.056 -0.734 4.769 -2.733 7.138 -2.747
H -0.659 -2.373 5.273 -0.179 -0.527 0.306
H 0.520 -3.688 5.509 -0.250 0.435 0.012
H 1.865 -0.131 4.719 -0.372 -0.240 -0.306
H 0.247 -0.610 4.177 0.014 0.988 0.190
C -5.969 0.460 -1.306 -0.844 1.583 0.591
O -5.494 1.425 -0.778 1.728 1.952 1.232
N -5.575 -0.126 -2.375 2.241 -3.048 -4.226
N -7.155 0.015 -0.957 -3.673 -0.779 2.473
H -4.686 -0.040 -2.846 0.139 0.218 0.495
H -6.029 -1.009 -2.562 0.281 0.247 -0.328
H -7.596 -0.849 -1.238 0.230 0.371 0.007
H -7.595 0.568 -0.234 -0.063 -0.448 -0.029
C -0.211 -3.811 -3.541 -0.296 0.223 -0.284
O -0.600 -2.750 -3.130 -0.308 2.519 0.923
N -0.543 -4.963 -3.085 -2.852 -4.662 3.865
N 0.585 -4.039 -4.539 2.956 1.711 -3.890
H -0.926 -5.022 -2.152 -0.428 -0.050 -0.227
H -0.454 -5.822 -3.609 0.134 0.308 0.416
H 1.111 -3.232 -4.842 0.038 -0.500 -0.660
H 0.770 -4.987 -4.833 0.530 0.728 -0.043
C 4.131 -3.750 0.469 -0.745 1.475 -1.693
C 3.049 -3.327 1.432 0.969 0.138 2.236
C 2.315 -4.543 1.921 -1.359 -1.096 -0.468
O 1.352 -4.344 2.966 0.037 0.412 0.577
C 0.642 -5.512 3.364 0.666 -1.451 -0.130
N 3.699 -2.736 2.628 -0.644 -0.482 -0.265
H 4.943 -3.033 0.589 0.312 -0.457 0.186
H 3.674 -3.438 -0.470 0.415 -0.611 -0.812
H 4.467 -4.785 0.399 -0.137 0.120 0.447
H 2.396 -2.554 1.027 -0.334 -0.342 -0.558
H 3.045 -5.282 2.253 0.127 -0.097 0.060
H 1.764 -4.933 1.064 0.001 -0.473 -0.245
H 1.267 -6.333 3.716 0.962 0.058 -0.273
H 0.064 -5.970 2.562 -0.275 0.415 -0.210
H 0.015 -5.448 4.253 -0.284 1.253 -0.255
H 3.060 -3.079 3.331 0.410 0.663 1.283
H 3.555 -1.737 2.597 0.103 0.202 0.286
C 5.656 6.876 0.181 -1.333 0.064 0.797
C 6.806 6.230 -0.604 0.597 0.962 -0.558
C 6.565 4.759 -0.806 1.836 -0.682 0.774
O 6.496 4.144 0.472 -1.889 -0.172 -0.974
C 5.359 3.242 0.486 0.246 -0.822 1.231
N 6.796 6.991 -1.854 -1.656 -0.507 1.818
H 5.721 7.930 0.448 0.087 0.064 -0.620
H 5.578 6.389 1.153 0.736 -0.510 0.142
H 4.703 6.571 -0.252 -0.104 0.582 -0.402
H 7.746 6.428 -0.088 0.028 -0.044 0.085
H 7.520 4.409 -1.198 -0.101 -0.315 -0.759
H 5.745 4.504 -1.477 -0.145 0.159 0.054
H 5.477 2.364 -0.149 0.315 0.244 -0.487
H 4.383 3.684 0.281 0.190 0.548 -0.202
H 5.293 2.819 1.488 0.147 0.281 0.121
H 5.986 6.751 -2.408 -0.037 -0.487 -0.968
H 6.781 7.996 -1.757 1.033 0.611 -0.067
C -2.328 1.553 0.342 -0.663 1.803 -0.627
C -1.399 0.499 -0.130 0.202 0.330 -0.381
C -0.445 0.057 0.981 -0.227 -0.405 0.049
O 0.600 0.972 1.240 0.205 -0.142 0.719
C 1.788 0.803 0.509 -0.343 0.722 -1.653
N -2.196 -0.588 -0.560 -0.366 -2.270 -0.003
H -3.097 1.217 1.037 0.619 -0.018 0.775
H -2.996 1.916 -0.439 0.101 -0.301 -0.667
H -1.779 2.470 0.554 -0.066 -0.092 0.989
H -0.898 0.839 -1.036 0.892 0.644 0.264
H -0.075 -0.965 0.897 0.600 0.050 -0.906
H -1.077 -0.096 1.856 0.009 0.701 0.507
H 2.503 0.019 0.757 -0.274 -0.247 0.828
H 2.293 1.768 0.448 0.194 0.088 0.677
H 1.583 0.651 -0.551 -0.341 -0.435 -0.296
H -3.033 -0.296 -1.044 -0.048 0.075 -0.053
H -1.633 -1.133 -1.198 -0.190 -0.310 -0.427
C -4.147 -1.909 2.652 0.631 0.513 -0.871
C -3.209 -1.678 3.807 -0.488 2.403 -0.254
C -3.227 -0.154 4.317 0.828 -0.811 -1.534
O -2.125 0.079 5.156 0.766 1.812 0.772
C -1.779 1.514 5.453 0.234 -2.031 0.544
N -3.566 -2.545 4.852 0.109 -1.726 1.606
H -3.828 -1.228 1.862 -0.668 0.101 -0.405
H -5.190 -1.816 2.954 -0.054 0.408 -0.141
H -4.015 -2.917 2.260 0.037 -0.126 0.069
H -2.262 -2.147 3.538 0.845 1.640 -0.602
H -4.204 0.069 4.746 -0.125 -0.255 0.546
H -3.125 0.555 3.495 -0.147 -0.122 -0.628
H -1.582 2.163 4.599 -0.558 -0.314 -0.419
H -0.831 1.447 5.988 0.071 -0.251 -0.093
H -2.450 1.964 6.185 -0.509 -0.069 -0.394
H -4.544 -2.783 4.765 -0.303 -0.068 0.377
H -3.066 -3.338 4.476 -0.499 -1.254 1.154
C -0.291 3.697 -2.647 -1.672 1.801 0.523
C -0.056 2.535 -3.525 0.654 -0.282 -1.073
C -0.361 2.778 -5.023 -0.990 -0.286 1.041
O -0.957 1.653 -5.635 -0.164 -1.084 0.103
C -0.397 0.347 -5.383 1.364 0.556 -1.063
N 1.316 2.095 -3.452 0.930 -0.791 0.216
H -1.363 3.773 -2.465 -0.224 -0.071 0.354
H -0.107 4.675 -3.092 0.583 0.013 -0.375
H 0.202 3.707 -1.675 0.109 -0.454 -0.019
H -0.693 1.710 -3.205 -0.069 -0.055 0.045
H 0.527 3.161 -5.526 0.389 -0.319 -0.249
H -1.113 3.561 -5.127 -0.091 0.034 0.050
H -0.357 -0.052 -4.369 -0.605 0.410 0.188
H 0.644 0.361 -5.707 0.415 0.154 0.146
H -0.805 -0.393 -6.072 -0.827 0.323 0.183
H 1.616 2.091 -2.488 0.161 -0.202 0.159
H 1.939 2.724 -3.937 -0.023 0.146 -0.159
```
Positions in Å, forces in eV/Å.

Its multiplicity is 2. The net charge is +1.


[3]
Molecular formula: C7H17N4OS
Method: DFT, ωB97M-V/def2-TZVPD

Structure (XYZ):
```
30
Properties=species:S:1:pos:R:3:forces:R:3
C 1.881 -2.963 2.770 0.086 -1.001 -0.606
C 2.334 -3.395 1.301 0.203 -0.352 0.266
C 3.234 -2.324 0.533 -0.009 0.025 -0.789
C 2.587 -0.890 0.412 -1.108 1.466 -0.209
N 1.184 -0.617 0.405 5.777 3.289 -0.562
C 1.179 0.810 0.232 0.518 -2.950 0.345
N -0.051 1.378 0.173 0.463 1.329 -0.107
N 2.483 1.385 0.133 -3.963 -2.410 0.427
N 3.326 0.322 0.248 -0.477 -2.176 0.323
H 2.762 -2.460 3.276 -1.254 -0.383 -0.423
H 1.660 -3.936 3.336 0.234 1.559 -0.686
H 0.935 -2.341 2.743 1.339 -0.526 0.177
H 1.458 -3.720 0.638 1.165 0.668 1.032
H 2.992 -4.327 1.427 -0.836 1.390 -0.385
H 4.306 -2.305 0.942 -1.657 0.351 -0.361
H 3.347 -2.712 -0.544 -0.169 0.725 1.396
H -0.581 1.297 -0.708 0.052 0.365 1.062
H -0.446 1.816 1.016 0.165 -0.141 -1.156
H 2.700 2.376 -0.022 0.224 -0.774 0.109
H 4.346 0.460 0.200 -0.858 -0.267 0.112
C -4.522 3.356 -2.491 0.089 0.043 -0.081
S -3.867 2.673 -0.956 -0.184 0.004 -0.116
O -2.383 2.876 -0.972 0.000 -0.319 -0.076
C -4.181 0.945 -1.371 0.108 -0.061 -0.027
H -4.393 4.439 -2.470 0.019 -0.090 0.101
H -3.980 2.944 -3.344 0.029 -0.028 0.088
H -5.584 3.120 -2.571 0.050 -0.004 0.086
H -3.660 0.683 -2.294 -0.007 0.094 0.012
H -5.254 0.788 -1.487 0.039 0.054 0.039
H -3.811 0.322 -0.556 -0.037 0.119 0.007
```
Positions in Å, forces in eV/Å.

The energy relative to the best compared isomer or geometry (same formula, charge and spin) is 0.0 kcal/mol. The net charge is +1.


[4]
Molecular formula: C2HBrFN
Method: DFT, ωB97M-V/def2-TZVPD

Structure (XYZ):
```
6
Properties=species:S:1:pos:R:3:forces:R:3
C -0.918 0.108 0.516 -1.761 0.708 1.467
C 0.318 0.145 -0.116 1.162 -1.538 -0.305
N -1.919 0.323 1.064 0.742 -0.653 -0.516
F 1.387 0.362 0.629 0.189 -0.074 0.643
Br 0.371 1.083 -1.669 0.016 0.470 -1.362
H 0.760 -2.021 -0.425 -0.349 1.086 0.073
```
Positions in Å, forces in eV/Å.

The energy relative to the best compared isomer or geometry (same formula, charge and spin) is 86.1 kcal/mol. The net charge is 0.


[5]
Molecular formula: C5H9NO
Method: DFT, ωB97M-V/def2-TZVPD

Structure (XYZ):
```
16
Properties=species:S:1:pos:R:3:forces:R:3
C -1.133 0.920 -0.469 0.475 0.386 0.748
N 0.039 0.164 0.249 -0.441 0.152 -0.254
C 0.494 0.376 1.658 -0.308 0.202 -0.226
C 1.090 -0.113 -0.781 0.021 0.074 -0.106
C 0.190 -1.194 -1.321 0.301 -0.778 -0.028
C -0.511 -1.340 -0.151 -0.220 -0.640 -0.126
O -1.291 -1.888 0.587 0.135 -0.014 -0.493
H -1.695 1.469 0.273 0.085 0.392 0.200
H -1.853 0.272 -1.010 0.810 0.023 0.828
H -0.707 1.565 -1.245 0.055 0.127 0.469
H -0.362 0.405 2.333 -0.022 0.067 -0.213
H 1.126 -0.471 1.986 -0.396 0.242 -0.550
H 1.094 1.287 1.775 -0.271 -0.049 -0.204
H 1.993 -0.525 -0.301 -0.200 0.352 0.061
H 1.383 0.795 -1.329 -0.271 -0.257 -0.170
H 0.143 -1.721 -2.255 0.248 -0.279 0.065
```
Positions in Å, forces in eV/Å.

The energy relative to the best compared isomer or geometry (same formula, charge and spin) is 86.1 kcal/mol. The net charge is 0.


[6]
Molecular formula: C2H5NOS
Method: DFT, ωB97M-V/def2-TZVPD

Structure (XYZ):
```
10
Properties=species:S:1:pos:R:3:forces:R:3
N -0.995 0.640 0.119 -3.310 1.460 -0.356
C 0.166 0.296 -0.654 0.153 -2.476 0.515
C 1.040 -0.765 0.332 -1.817 2.696 -1.251
O 0.190 -1.217 1.267 3.374 -1.273 0.258
S 2.647 -0.895 0.242 -0.481 -0.384 0.258
H -1.072 1.307 0.933 1.319 -0.982 -1.379
H -1.759 0.948 -0.527 0.916 -0.511 0.904
H -0.227 -0.264 -1.570 0.569 0.345 1.289
H 0.704 1.115 -1.092 1.009 0.322 0.385
H -0.693 -1.166 0.951 -1.730 0.803 -0.622
```
Positions in Å, forces in eV/Å.

The energy relative to the best compared isomer or geometry (same formula, charge and spin) is 39.1 kcal/mol. The net charge is 0.


[7]
Molecular formula: C18H25NO4
Method: DFT, ωB97M-V/def2-TZVPD

Structure (XYZ):
```
48
Properties=species:S:1:pos:R:3:forces:R:3
C -5.048 -2.391 1.467 4.034 -1.960 -5.459
C -4.799 -1.234 0.538 1.296 6.144 9.995
C -5.907 -0.102 1.176 2.321 1.115 -9.849
C -4.789 -1.307 -0.838 -13.166 8.406 -0.978
C -4.449 -0.186 -1.739 -0.330 7.966 11.045
N -3.150 0.601 -1.234 -4.930 -12.280 -7.444
C -3.007 1.654 -0.749 -0.496 11.065 10.142
O -3.956 2.415 -0.209 3.275 -1.923 -2.737
C -1.504 1.824 -0.214 -4.614 6.991 -1.209
O -0.737 0.855 -0.526 5.778 -2.890 -1.810
C 0.748 1.130 -0.440 -5.262 1.513 3.714
C 1.203 2.186 0.363 0.741 1.598 -3.701
C 2.626 2.258 0.449 -1.498 -1.124 0.825
C 3.301 1.149 0.186 3.919 -7.546 -4.890
C 2.754 -0.061 -0.656 0.270 2.175 3.913
C 1.392 -0.016 -0.631 1.934 -2.589 -2.378
C 3.590 -1.313 -1.067 2.882 7.011 1.854
O 3.117 -2.293 -1.446 -1.250 -3.520 -1.176
C 5.130 -0.848 -1.020 0.889 -0.983 -2.804
C 5.539 0.077 0.167 3.821 -15.174 2.187
C 5.181 -0.943 1.581 4.065 -0.145 -2.651
C 6.962 0.370 0.378 0.336 -0.876 -7.191
O 4.755 0.945 0.273 -9.985 15.193 1.656
H -4.906 -2.285 2.459 0.092 0.830 3.027
H -5.928 -2.669 1.086 -4.071 -2.004 -0.145
H -4.307 -3.170 1.065 -0.892 0.333 0.987
H -3.698 -0.856 1.031 -2.505 -0.340 -1.915
H -6.929 -0.398 0.911 0.137 -0.003 -0.567
H -5.604 0.996 0.643 -1.168 -2.900 1.488
H -5.958 0.052 2.115 0.632 0.650 6.867
H -4.172 -1.851 -1.061 10.858 -12.231 -4.576
H -5.922 -1.500 -1.248 2.589 -0.579 0.829
H -5.034 0.729 -1.448 -0.901 -1.161 -1.170
H -4.398 -0.347 -2.654 0.637 -1.634 -8.223
H -2.470 -0.016 -1.484 3.381 -1.023 -0.222
H -1.356 2.857 -0.779 0.679 -1.512 1.059
H -1.550 2.059 0.837 -0.263 0.131 0.590
H 0.692 3.172 0.240 0.009 -1.020 1.040
H 3.196 3.022 0.829 0.725 2.122 1.024
H 0.827 -0.857 -0.964 -0.345 -0.556 -0.366
H 5.354 -0.101 -1.903 -0.930 -1.585 0.857
H 5.690 -1.813 -1.268 -0.192 1.459 0.748
H 5.912 -1.840 1.531 -1.375 1.333 0.383
H 5.522 -0.202 2.295 -0.819 -0.430 0.791
H 4.185 -1.231 1.414 -1.374 -0.223 0.758
H 7.595 -0.475 0.078 -0.035 -0.182 1.715
H 7.107 1.068 1.082 1.091 1.817 3.081
H 7.200 0.886 -0.613 0.012 0.539 0.890
```
Positions in Å, forces in eV/Å.

The energy relative to the best compared isomer or geometry (same formula, charge and spin) is 381.8 kcal/mol. The net charge is 0.


[8]
Molecular formula: C2H7N2O
Method: DFT, ωB97M-V/def2-TZVPD

Structure (XYZ):
```
12
Properties=species:S:1:pos:R:3:forces:R:3
N 1.520 0.800 -0.007 -3.213 -0.013 0.180
C 0.389 1.188 0.693 1.279 -3.525 0.603
O -0.950 0.137 0.583 1.261 1.251 -0.829
C -1.330 -0.831 -0.142 -0.663 1.634 2.650
N -0.741 -1.575 -1.001 0.267 -0.203 -0.135
H 1.744 1.535 -0.598 1.063 1.034 -1.683
H 2.244 0.507 0.548 2.131 -1.069 1.352
H 0.056 2.071 0.278 -1.710 1.682 -0.174
H 0.422 0.979 1.759 -0.030 0.831 -0.105
H -2.300 -1.027 0.235 -1.373 -1.089 -0.632
H -1.305 -2.400 -1.227 1.145 0.224 -0.551
H 0.251 -1.384 -1.120 -0.156 -0.759 -0.677
```
Positions in Å, forces in eV/Å.

The energy relative to the best compared isomer or geometry (same formula, charge and spin) is 40.8 kcal/mol. The net charge is +1.


What are the E_tot values for these records? In order: -2154.74909; -2810.61550; -969.04726; -2805.26357; -325.80034; -607.34453; -1056.07209; -264.86615 Ha.